No. 1
Molecular formula: CHF3MgNO3S2Yb
Method: DFT, ωB97M-V with the def2-TZVPD basis set

```
13
Properties=species:S:1:pos:R:3:forces:R:3:lowdin_spin:R:1
Mg 2.3988 -1.9831 -2.3651 0.8 1.6 0.9 0.04
N 3.1608 0.9936 -1.8805 1.8 -2.1 -0.4 0.09
S 1.5612 0.8311 -1.7298 1.1 0.5 -0.1 0.03
O 1.1796 -0.6728 -1.6269 -0.2 -1.2 -0.6 0.02
S 4.2296 -0.2961 -1.4155 1.2 -0.8 -2.2 0.22
O 5.4141 -0.9210 -2.4267 -4.1 2.4 2.2 0.59
C 1.3699 1.3240 0.0709 0.2 0.3 1.0 0.01
F 2.0785 2.4150 0.3078 0.0 -0.2 -0.4 0.00
F 1.8112 0.3457 0.8515 0.1 -0.2 -0.1 0.00
F 0.1038 1.5772 0.3467 -0.3 -0.2 -0.3 0.00
Yb -2.6916 -3.0398 -0.9124 0.1 1.2 1.3 0.00
O -1.9806 -1.4491 0.2917 -0.7 -1.5 -1.5 0.00
H -2.3225 -0.5566 0.3510 0.2 0.3 0.3 0.00
```
Forces are in eV/Å.

LUMO level (spin up / spin down) = -9.9 / -10.1 eV
total charge = +2
multiplicity = 2
strongest force on any atom = 0.1024 hartree/bohr
energy above the lowest of the compared OMol25 structures with the same formula, charge and spin = 48.7 kJ/mol

---

No. 2
Molecular formula: C5H12NO2
Method: DFT, ωB97M-V with the def2-TZVPD basis set

```
20
Properties=species:S:1:pos:R:3:forces:R:3:nbo_charge:R:1
C 3.0615 -0.2314 0.2006 4.3 -1.6 1.2 -0.47
C 2.0471 -0.3939 -0.5338 -5.1 1.8 0.2 -0.21
C -2.3940 0.2790 -0.3671 0.7 3.2 -0.7 -0.44
C -0.7680 -1.3516 0.2791 -1.1 -3.5 0.4 -0.42
C 0.0377 0.8749 0.1188 4.8 -3.1 0.4 0.72
N -0.9373 -0.1315 -0.3533 -1.4 1.7 -2.2 -0.40
O 0.0189 1.8296 -0.7635 -1.0 1.0 -1.4 -0.70
O 0.0706 1.1316 1.4275 -0.1 -0.1 1.5 -0.71
H 4.0410 -0.8078 0.0021 -1.4 0.8 -0.2 0.24
H 3.2152 0.2383 1.1642 -0.7 0.6 0.0 0.23
H 1.6609 -0.8959 -1.3979 0.7 -0.2 -0.4 0.20
H -2.8979 -0.0029 0.5753 0.3 0.0 -0.8 0.25
H -2.2906 1.4307 -0.4732 -0.8 -1.8 0.4 0.24
H -2.8137 -0.0293 -1.3407 -0.2 -0.4 0.9 0.25
H -0.7124 -1.0337 1.2727 0.0 -0.9 2.0 0.21
H -1.5734 -2.1053 0.0669 0.3 1.2 0.4 0.25
H 0.0976 -1.8380 -0.0650 1.4 -0.4 0.0 0.24
H -0.6221 -0.2012 -1.3116 -0.3 0.0 -0.6 0.44
H 0.2128 2.7394 -0.5681 0.4 0.5 0.9 0.54
H 0.5462 0.4990 2.0670 -0.8 1.2 -2.0 0.54
```
Forces are in eV/Å.

LUMO level (spin up / spin down) = -3.4 / -3.4 eV
total charge = +1
strongest force on any atom = 0.1112 hartree/bohr
energy above the lowest of the compared OMol25 structures with the same formula, charge and spin = 568.0 kJ/mol